{
  "formula": "C62H92Be2F12N10O12",
  "method": "wB97M-V/def2-TZVPD",
  "multiplicity": 1,
  "orbital_gap_ha": 0.1256,
  "homo_energy_ev": -7.97,
  "symbols": ["Be", "Be", "C", "C", "C", "O", "H", "H", "H", "H", "H", "H", "H", "C", "C", "C", "O", "H", "H", "H", "H", "H", "H", "H", "C", "C", "C", "O", "H", "H", "H", "H", "H", "H", "H", "C", "C", "C", "O", "H", "H", "H", "H", "H", "H", "H", "N", "C", "C", "C", "C", "H", "H", "H", "H", "H", "N", "C", "C", "C", "C", "H", "H", "H", "H", "H", "N", "C", "C", "C", "C", "H", "H", "H", "H", "H", "N", "C", "C", "C", "C", "H", "H", "H", "H", "H", "N", "C", "C", "C", "C", "H", "H", "H", "H", "H", "N", "C", "C", "C", "C", "H", "H", "H", "H", "H", "N", "C", "C", "C", "C", "H", "H", "H", "H", "H", "C", "C", "N", "H", "H", "H", "C", "C", "N", "H", "H", "H", "C", "C", "N", "H", "H", "H", "C", "C", "O", "C", "O", "C", "F", "F", "F", "H", "H", "H", "H", "H", "C", "C", "O", "C", "O", "C", "F", "F", "F", "H", "H", "H", "H", "H", "C", "C", "O", "C", "O", "C", "F", "F", "F", "H", "H", "H", "H", "H", "C", "C", "O", "C", "O", "C", "F", "F", "F", "H", "H", "H", "H", "H"],
  "positions_angstrom": [[11.51744, 3.28501, 28.98941], [3.26403, -0.84643, 22.79177], [2.28529, 2.31579, 24.83550], [3.30235, 1.45509, 23.92900], [4.55613, 1.10579, 24.81241], [2.68989, 0.35153, 23.42013], [2.61770, 3.32896, 25.18113], [2.30541, 1.73870, 25.72434], [1.28617, 2.20799, 24.46626], [3.57477, 2.03340, 23.01117], [5.24570, 0.43360, 24.37913], [4.18815, 0.77840, 25.78529], [5.32740, 1.90338, 24.89251], [4.62966, -2.19308, 19.89357], [5.14055, -1.85795, 21.32735], [6.04347, -0.61001, 21.54718], [3.91235, -1.93205, 22.11050], [5.42918, -2.49409, 19.18223], [3.95712, -1.36403, 19.46398], [3.84158, -3.02397, 19.82247], [5.80118, -2.69991, 21.55562], [6.87406, -0.61049, 20.83362], [6.53706, -0.71697, 22.53687], [5.57296, 0.34690, 21.29562], [9.10203, 2.66929, 30.75064], [10.07483, 1.46334, 30.26481], [9.59026, 0.18727, 29.46724], [11.11394, 2.03284, 29.60640], [8.57927, 3.20690, 29.93271], [9.77644, 3.38838, 31.33343], [8.43168, 2.32152, 31.46839], [10.48834, 1.21797, 31.22990], [8.77957, -0.31033, 29.92728], [10.48217, -0.53010, 29.42440], [9.23024, 0.39938, 28.43449], [11.41991, 6.18834, 28.43038], [10.62601, 4.88056, 28.44057], [10.10767, 4.34854, 26.98093], [13.12564, 3.28235, 28.79441], [11.15349, 6.86271, 27.64602], [12.48345, 6.18038, 28.17390], [11.36246, 6.61073, 29.44855], [9.75493, 5.01449, 29.19306], [10.90288, 4.37170, 26.30364], [9.12659, 4.63452, 26.63421], [10.03684, 3.26695, 27.00991], [14.00437, 1.05296, 27.91011], [13.25858, 0.06679, 27.39110], [14.12481, -0.58159, 26.51411], [15.30022, 0.11711, 26.35908], [15.18844, 1.24055, 27.25719], [13.59943, 1.87279, 28.41991], [12.22491, -0.08082, 27.72386], [13.86942, -1.42612, 25.92554], [16.08410, -0.05459, 25.57907], [15.96118, 1.91328, 27.58066], [6.22216, -8.08146, 25.85789], [4.95734, -8.65175, 25.87034], [4.62826, -8.83979, 27.18779], [5.66602, -8.27689, 27.95110], [6.65418, -7.81520, 27.13782], [6.76587, -7.95336, 24.98159], [4.49344, -9.00413, 24.98820], [3.68255, -9.31727, 27.48368], [5.66975, -8.24966, 29.03312], [7.61900, -7.35914, 27.29928], [13.02970, -3.63032, 23.39701], [13.96479, -4.13477, 22.53655], [13.89913, -5.50223, 22.54621], [12.87209, -5.85504, 23.49879], [12.36706, -4.68818, 24.01001], [12.92583, -2.66434, 23.63392], [14.71727, -3.50985, 22.10464], [14.52882, -6.24838, 22.00706], [12.43599, -6.81562, 23.64497], [11.59309, -4.55512, 24.68687], [12.39593, 1.87325, 24.89971], [11.15043, 1.42419, 24.45871], [10.76952, 2.32530, 23.50101], [11.80198, 3.27160, 23.33168], [12.81154, 2.97826, 24.15496], [12.87253, 1.36373, 25.62378], [10.65697, 0.55845, 24.93322], [9.79159, 2.38415, 23.04576], [11.91632, 4.21348, 22.74446], [13.69826, 3.52678, 24.32563], [6.63227, -11.17416, 28.86759], [6.30793, -12.27157, 29.53195], [7.42005, -12.83174, 30.13094], [8.50935, -11.90513, 29.80500], [7.99706, -10.89843, 29.00683], [6.00747, -10.59729, 28.29764], [5.27849, -12.59509, 29.38368], [7.42402, -13.64894, 30.83331], [9.54054, -12.03950, 30.14651], [8.50423, -10.17727, 28.42924], [8.57630, -9.78422, 23.64397], [7.53048, -9.36416, 22.88118], [6.41980, -10.05109, 23.12868], [6.80871, -11.08542, 24.06498], [8.18597, -10.87106, 24.36145], [9.47588, -9.32922, 23.68934], [7.73106, -8.52259, 22.28239], [5.43163, -9.91141, 22.71208], [6.11032, -11.81291, 24.63235], [8.75694, -11.31250, 25.09742], [13.62895, 0.33746, 22.34598], [15.01583, 0.48962, 22.25091], [15.47101, -0.48080, 21.39897], [14.34178, -1.13139, 20.86845], [13.23618, -0.62784, 21.49969], [13.01776, 0.86218, 22.95974], [15.49736, 1.21413, 22.86337], [16.46217, -0.76830, 21.17207], [14.28774, -1.92422, 20.13529], [12.15418, -0.79888, 21.40640], [11.37641, -7.51179, 27.18349], [10.52170, -7.07527, 26.09601], [9.99917, -6.91966, 25.05813], [11.13973, -8.58023, 27.40313], [11.17425, -6.83610, 28.08444], [12.42804, -7.36992, 26.85913], [9.90057, -5.18191, 21.92800], [9.00128, -4.12150, 22.39254], [8.40915, -3.25175, 22.82620], [10.08909, -5.84319, 22.79391], [10.84248, -4.85959, 21.46657], [9.35622, -5.72619, 21.15022], [4.33152, -4.65428, 23.96780], [5.07831, -5.64791, 23.15121], [5.47104, -6.56420, 22.59776], [3.89771, -5.00106, 24.92224], [3.50243, -4.26047, 23.37233], [5.00604, -3.86267, 24.32542], [14.69221, -15.51424, 26.47154], [14.92824, -14.47163, 25.37448], [13.81122, -13.54102, 25.18927], [13.82119, -12.49838, 26.00746], [14.55959, -12.13526, 26.86910], [12.58441, -11.54905, 25.59300], [11.34393, -12.18995, 25.82847], [12.61239, -10.44173, 26.33749], [12.62136, -11.12947, 24.35602], [14.42009, -14.91175, 27.37138], [15.65022, -15.96705, 26.55927], [13.93447, -16.31087, 26.25686], [15.05268, -14.98408, 24.41708], [15.74932, -13.79211, 25.51427], [15.74757, -3.86983, 26.36787], [14.48715, -4.53798, 26.96311], [14.15397, -3.87805, 28.19184], [12.87676, -3.89108, 28.47461], [11.92899, -4.39473, 27.84652], [12.65143, -2.99309, 29.77172], [13.72449, -2.86453, 30.47711], [12.12480, -1.86309, 29.36950], [11.68240, -3.65490, 30.51432], [16.58033, -4.16861, 27.00640], [15.58808, -2.80381, 26.37848], [15.89316, -4.21559, 25.33784], [14.63075, -5.64545, 27.08039], [13.68290, -4.45195, 26.23447], [4.92525, -9.72072, 31.66376], [6.34757, -9.83494, 32.06003], [7.09792, -8.83103, 31.33910], [8.31953, -8.43077, 31.76510], [8.87145, -8.81390, 32.73204], [8.84778, -7.29899, 30.88025], [9.40999, -7.68204, 29.65485], [7.82730, -6.50592, 30.61047], [9.70492, -6.52553, 31.52148], [4.43125, -8.81944, 32.06155], [4.44238, -10.59670, 32.15234], [4.78123, -10.00341, 30.59092], [6.70269, -10.80105, 31.70854], [6.63136, -9.75140, 33.07042], [3.83373, -6.24661, 29.95926], [3.64767, -5.08572, 29.01202], [2.34957, -4.57900, 29.17634], [1.98365, -3.67443, 28.32776], [2.63114, -3.25255, 27.41195], [0.55908, -3.09355, 28.67008], [0.35511, -1.97852, 27.98316], [-0.33313, -4.09264, 28.43178], [0.39255, -2.86567, 29.99787], [4.87954, -6.49914, 29.69946], [3.22580, -7.10980, 29.79706], [3.85991, -5.93428, 30.98979], [3.83620, -5.34430, 27.97867], [4.36153, -4.34500, 29.26018]],
  "forces_ev_per_a": [[3.153, -1.915, 0.543], [-0.159, 0.806, 0.369], [1.934, -0.857, -0.454], [0.957, 2.748, 0.351], [-0.413, 1.613, -0.386], [-0.611, -2.448, -0.329], [-0.328, -0.731, -0.998], [-0.323, -0.572, 1.242], [-0.497, 0.574, -0.510], [0.309, 0.232, 0.908], [0.068, -1.784, -0.750], [0.417, -0.096, 0.009], [-1.154, 0.459, 0.465], [-1.538, 0.517, -1.204], [-1.012, -0.963, -1.122], [-0.149, -0.723, -0.479], [1.264, 0.637, 0.292], [-0.379, 0.564, 0.399], [1.476, -0.606, 0.459], [1.455, 0.695, 0.918], [-0.300, -0.116, 0.603], [-0.027, -0.513, -0.041], [-0.634, 0.556, -0.435], [-0.332, -0.046, 0.741], [2.065, -0.061, -1.184], [-1.677, 1.083, 0.445], [1.575, 0.789, -0.190], [0.316, 0.394, -1.293], [0.265, -0.403, 0.407], [-0.737, -0.845, -1.041], [-1.519, -0.645, 1.023], [-0.029, -1.136, 0.531], [-0.827, -0.598, 0.844], [-1.469, 1.171, -0.016], [0.540, 0.235, 0.592], [0.795, -0.792, 1.177], [-1.580, 1.962, -2.260], [0.998, -1.229, 3.203], [-2.980, 2.171, -0.287], [-1.336, 0.644, -0.396], [0.078, -0.921, 0.307], [-0.046, 0.264, -0.684], [1.640, -0.983, -0.896], [1.099, 1.114, -1.415], [-0.136, 0.845, 0.158], [-0.460, -0.638, 0.460], [0.226, 2.546, 0.464], [0.424, -0.950, 0.080], [-1.843, -0.677, -0.663], [1.270, 2.552, 0.490], [0.399, -2.848, -1.110], [0.129, -0.624, -0.113], [0.726, -0.116, -0.246], [-0.341, -0.676, -0.362], [-0.737, 0.069, 1.185], [-0.257, 0.360, 0.022], [-0.158, 0.188, -1.409], [1.902, 0.088, 0.765], [-1.230, -0.108, -0.657], [-0.021, -0.109, 1.998], [-0.232, -0.400, -1.355], [-0.619, -0.056, 1.045], [-0.266, -0.044, -0.681], [0.661, 0.424, 0.186], [0.225, 0.005, -0.145], [-0.159, -0.018, 0.167], [-0.160, -1.161, 0.530], [0.515, -0.244, 0.123], [-0.122, -1.094, 0.341], [0.337, 0.829, -0.737], [1.490, 0.093, -1.468], [-0.014, 0.269, -0.080], [-0.085, 0.332, -0.324], [-0.611, 1.068, 0.419], [0.012, -0.517, 0.295], [-1.276, 0.411, 1.044], [-0.169, -0.453, -0.359], [0.963, 0.728, 0.671], [-1.265, 0.067, -0.451], [-0.117, 2.090, -1.527], [-0.503, -1.732, 1.936], [0.597, 0.065, 0.070], [0.390, 0.726, -0.465], [0.136, -0.234, -0.179], [-0.800, -1.201, 0.118], [0.793, 0.066, 0.333], [1.680, 2.225, -1.233], [-0.997, -1.663, 0.220], [0.404, 1.779, -0.239], [-0.554, -0.818, 0.346], [-0.975, -1.987, 0.782], [0.380, -0.387, 0.287], [0.316, -0.268, 0.582], [0.123, -0.113, -0.219], [-0.471, 0.234, -0.320], [0.156, 0.897, -0.298], [0.110, -0.675, 0.093], [1.615, 1.859, -0.295], [-1.003, -2.326, 1.007], [0.387, -0.327, 1.378], [-3.619, 0.353, -1.104], [-0.199, -0.120, -0.060], [-0.257, 0.830, -0.789], [0.256, 0.080, -0.076], [1.467, 1.282, -1.273], [1.263, -0.874, 1.188], [1.464, 0.921, 0.287], [-1.310, -0.579, 0.625], [-0.502, 0.309, -0.150], [-0.763, -0.852, -0.199], [-1.393, -0.159, -0.304], [0.213, 0.003, -0.274], [0.372, 0.245, 0.254], [0.884, 0.228, -0.181], [0.248, 0.083, 0.064], [0.757, -0.213, -0.163], [-0.163, 0.753, 1.499], [-0.801, -0.225, -3.163], [0.801, -0.075, 2.514], [0.346, 0.891, -0.026], [0.413, -1.151, -1.134], [-0.611, -0.238, 0.270], [-0.633, -0.666, -0.078], [1.698, -0.672, -0.441], [-1.006, 0.978, 0.411], [0.004, 0.241, -0.576], [-0.300, 0.357, 0.469], [0.075, -0.206, 0.167], [0.389, 0.394, 0.289], [-1.567, 0.728, 1.777], [0.772, -0.627, -0.752], [0.302, -0.762, -0.643], [0.413, 0.216, 0.032], [-0.206, 0.032, -0.669], [-1.008, 1.513, 0.025], [-0.855, -0.518, -0.776], [0.164, -0.204, 0.673], [-1.829, 1.253, -1.083], [0.288, -0.760, -0.119], [-0.926, -0.902, 1.595], [2.083, 0.960, -0.467], [-0.145, -0.293, 0.433], [-0.034, -0.432, -1.089], [0.280, -0.998, -0.299], [0.763, -0.614, 0.632], [0.554, 1.020, -0.034], [-0.149, 0.342, -0.026], [0.782, -0.335, 0.528], [-0.745, -1.082, 0.774], [0.962, -0.736, -1.875], [-0.183, -0.701, -0.432], [-2.524, -0.086, -0.367], [2.802, 1.257, 1.744], [-2.240, -3.436, -1.364], [0.713, 0.687, 0.763], [0.183, 1.009, 0.343], [1.053, 0.850, -0.288], [0.266, 0.365, -0.285], [0.250, 0.342, 0.006], [0.007, 0.003, 0.270], [-0.063, 1.008, 0.459], [-0.261, 0.210, 0.306], [-1.229, -1.267, 0.484], [1.237, -0.436, -1.545], [1.198, 1.195, -0.565], [-2.062, -1.110, -0.849], [0.999, -0.404, 1.115], [0.171, 0.658, -1.364], [-0.683, 0.140, 1.892], [-0.873, 0.402, -0.781], [0.841, -0.579, 0.114], [0.104, -0.231, -0.737], [0.038, 0.565, 0.026], [0.150, 1.062, 0.716], [0.284, -0.120, -0.002], [-0.267, 0.209, 1.475], [2.047, 0.582, -0.790], [0.201, -1.512, 0.281], [-1.234, -0.063, 0.696], [-0.505, 1.576, -0.311], [-0.101, 0.023, -0.234], [0.501, -1.444, 1.030], [-0.526, -0.705, 0.258], [-0.015, 0.945, -0.856], [0.499, 0.560, -0.708], [-0.441, -0.405, 0.485], [-0.555, -0.369, -0.172], [-0.364, 0.125, 0.393], [-0.184, -0.290, -0.272], [0.645, 1.077, 0.273]],
  "lowdin_charge": [0.1768, 0.3814, -0.0336, -0.4894, -0.0468, -0.1663, 0.0901, 0.0365, 0.0597, 0.1311, 0.0270, 0.0766, 0.0855, -0.0751, -0.4388, -0.0570, -0.2080, 0.0734, 0.0908, 0.0902, 0.1018, 0.0745, 0.0744, 0.0757, -0.0364, -0.4540, -0.0169, -0.2037, 0.0653, 0.0968, 0.0338, 0.1192, 0.0470, 0.0717, 0.0804, -0.1141, -0.1298, -0.0387, -0.1562, 0.0744, 0.0829, 0.0859, 0.1210, 0.0441, 0.0886, 0.0538, 0.0038, -0.1468, -0.1655, -0.0956, -0.0874, 0.0590, 0.1154, 0.0756, 0.1105, 0.1048, 0.0417, -0.1196, -0.1268, -0.1825, -0.1066, 0.1328, 0.0924, 0.1064, 0.0692, 0.0999, 0.0459, -0.1539, -0.0959, -0.1266, -0.1702, 0.1263, 0.0909, 0.1047, 0.0725, 0.0819, 0.0218, -0.1253, -0.1213, -0.1388, -0.1472, 0.0818, 0.1255, 0.0924, 0.1178, 0.1058, 0.0228, -0.1969, -0.0910, -0.0972, -0.1165, 0.1162, 0.1204, 0.0838, 0.0940, 0.0858, 0.0160, -0.2038, -0.1440, -0.0918, -0.1248, 0.1278, 0.0889, 0.0953, 0.1161, 0.0670, 0.0301, -0.1105, -0.1142, -0.1432, -0.1677, 0.0874, 0.0927, 0.0816, 0.0949, 0.1238, -0.0676, -0.2537, 0.1591, 0.0861, 0.0858, 0.0889, -0.0718, -0.2744, 0.1335, 0.0376, 0.0827, 0.0793, -0.0593, -0.2548, 0.1404, 0.0754, 0.0723, 0.0814, -0.0480, -0.1757, 0.0281, -0.3969, 0.1716, -0.4841, 0.0865, 0.1402, 0.1879, 0.0924, 0.0640, 0.0979, 0.1255, 0.1158, -0.0325, -0.1932, 0.0494, -0.3429, 0.0990, -0.5486, 0.2259, 0.1645, 0.1114, 0.0799, 0.0418, 0.0825, 0.1420, 0.0832, -0.0631, -0.2039, -0.0054, -0.3870, 0.1933, -0.5064, 0.0957, 0.1676, 0.1844, 0.0863, 0.0947, 0.0779, 0.1011, 0.1129, -0.0481, -0.2064, 0.0634, -0.4135, 0.1564, -0.4967, 0.1838, 0.1385, 0.1399, 0.0629, 0.0762, 0.0801, 0.1246, 0.1245]
}